Model i:
The following is a DFT calculation (the ωB97M-V functional and the def2-TZVPD basis) of 2 unconnected molecules or ions with the total composition C3H9N2S.

**Charge**: +1
**Orbital gap**: 9.080 eV
**HOMO energy**: -0.4777 Eh
**Molecular weight**: 105.19 g mol⁻¹
**E_LUMO**: -3.918 eV

Last column: natural (NBO) charge in e.
Atoms and positions in Å:
C (0.2989, -0.7617, 1.0723)  0.016
C (0.9146, -1.9148, -1.1526)  -0.749
C (-1.0120, 0.9833, -0.0687)  -0.022
N (0.4602, -0.2616, 2.3278)  -0.781
N (-0.6110, 2.1782, -0.2276)  -0.686
S (1.6771, -0.8141, 0.0740)  0.394
H (-0.5666, -1.3792, 0.7559)  0.251
H (1.1617, -2.9862, -1.0742)  0.261
H (1.3045, -1.3467, -2.0204)  0.250
H (-0.1946, -1.8099, -1.2103)  0.240
H (-2.1019, 0.9877, -0.2925)  0.147
H (-0.4066, 0.1604, 2.7574)  0.436
H (0.4569, 2.3241, 0.0255)  0.382
H (1.4420, -0.1514, 2.7309)  0.443
H (-0.9980, 3.0777, -0.5128)  0.417

***

Model ii:
The following is a DFT calculation (the ωB97M-V functional and the def2-TZVPD basis) of a molecular structure, C3H9N2S.

**Charge**: +1
**Orbital gap**: 10.585 eV
**HOMO energy**: -0.5207 Eh
**Molecular weight**: 105.19 g mol⁻¹
**E_LUMO**: -3.583 eV

Last column: natural (NBO) charge in e.
Atoms and positions in Å:
C (-1.5020, 1.1670, 0.8069)  -0.430
C (-1.0394, -0.2449, 0.8250)  0.197
C (1.1317, -0.1032, -1.0237)  -0.448
N (-0.1802, -0.9815, 1.5772)  -0.796
N (-0.3729, -0.2433, -0.9036)  -0.613
S (-2.7782, -0.2489, 0.6541)  0.244
H (-1.6181, 1.6468, 1.7642)  0.262
H (-1.4494, 1.6783, -0.0402)  0.215
H (1.8187, -0.9055, -0.6423)  0.262
H (1.5291, 0.2408, -1.9248)  0.243
H (1.2597, 0.8284, -0.3410)  0.208
H (-0.6474, -1.8679, 1.7614)  0.409
H (0.0697, -0.4808, 2.4154)  0.415
H (-0.4812, -1.1576, -1.3094)  0.414
H (-1.0304, 0.3969, -1.3057)  0.418

***

Most stable = model ii

***

Model i:
The following is a DFT calculation (the ωB97M-V functional and the def2-TZVPD basis) of C17H29N5O7 in the gas phase.

**Orbital gap**: 9.214 eV
**SMILES**: COCCOCC(=O)NC[C@@]1(OC)CCN(C(=O)CCCn2c(O)nnc2O)C1
**HOMO energy**: -0.3172 Eh
**Molecular weight**: 415.45 g mol⁻¹
**E_LUMO**: 0.582 eV

Last column: natural (NBO) charge in e.
Atoms and positions in Å:
C (-1.7633, 3.0040, -3.5441)  -0.245
O (-1.0017, 1.8246, -3.4076)  -0.552
C (-1.5510, 0.7503, -4.1469)  -0.079
C (-0.7127, -0.4779, -3.9404)  -0.086
O (-0.8479, -0.9078, -2.6044)  -0.560
C (0.0735, -1.9225, -2.2836)  -0.177
C (0.0739, -2.1908, -0.7940)  0.660
O (0.9182, -2.9087, -0.2906)  -0.625
N (-0.9506, -1.6433, -0.1029)  -0.633
C (-1.1501, -1.9297, 1.2956)  -0.261
C (-1.9953, -0.8505, 1.9664)  0.264
O (-3.1830, -0.5812, 1.2361)  -0.545
C (-4.0676, -1.6777, 1.0898)  -0.256
C (-2.2302, -1.1921, 3.4503)  -0.447
C (-1.0772, -0.5091, 4.2109)  -0.222
N (-0.3834, 0.2902, 3.1966)  -0.438
C (0.9739, 0.3760, 3.1892)  0.699
O (1.6489, 0.0501, 4.1507)  -0.628
C (1.5566, 0.9399, 1.9114)  -0.503
C (3.0186, 1.3272, 2.0160)  -0.404
C (3.4641, 2.0299, 0.7336)  -0.208
N (3.3827, 1.1466, -0.4343)  -0.417
C (2.3386, 0.9049, -1.2919)  0.615
O (1.1611, 1.5338, -1.1260)  -0.683
N (2.6334, 0.0258, -2.1904)  -0.390
N (3.9548, -0.3681, -1.9429)  -0.364
C (4.3453, 0.3025, -0.9123)  0.609
O (5.5388, 0.2585, -0.3047)  -0.665
C (-1.2321, 0.4646, 2.0450)  -0.234
H (-1.2791, 3.7787, -2.9540)  0.198
H (-1.8100, 3.3268, -4.5901)  0.168
H (-2.7852, 2.8588, -3.1768)  0.168
H (-2.5866, 0.5579, -3.8376)  0.174
H (-1.5525, 0.9936, -5.2179)  0.174
H (-1.0565, -1.2647, -4.6235)  0.174
H (0.3368, -0.2582, -4.1603)  0.198
H (-0.1720, -2.8624, -2.7918)  0.189
H (1.0889, -1.6295, -2.5623)  0.244
H (-1.6203, -1.0738, -0.5988)  0.426
H (-1.6277, -2.9050, 1.4265)  0.198
H (-0.1770, -1.9991, 1.7853)  0.236
H (-4.9753, -1.2843, 0.6383)  0.199
H (-3.6563, -2.4518, 0.4358)  0.171
H (-4.3181, -2.1253, 2.0558)  0.171
H (-3.1980, -0.7860, 3.7474)  0.223
H (-2.2449, -2.2679, 3.6284)  0.219
H (-1.4466, 0.1292, 5.0160)  0.201
H (-0.3642, -1.2040, 4.6492)  0.231
H (1.4189, 0.1905, 1.1254)  0.232
H (0.9681, 1.8056, 1.6006)  0.221
H (3.1606, 1.9936, 2.8679)  0.224
H (3.6396, 0.4504, 2.2015)  0.228
H (2.8393, 2.9010, 0.5312)  0.214
H (4.4965, 2.3705, 0.8061)  0.227
H (0.5342, 1.1544, -1.7714)  0.525
H (6.0627, -0.4172, -0.7553)  0.508
H (-0.6603, 0.6768, 1.1447)  0.233
H (-1.9515, 1.2719, 2.2048)  0.204

***

Model ii:
The following is a DFT calculation (the ωB97M-V functional and the def2-TZVPD basis) of C17H29N5O7 in the gas phase.

**Orbital gap**: 9.168 eV
**SMILES**: COCCOCC(=O)NC[C@@]1(OC)CCN(C(=O)CCCn2c(O)nnc2O)C1
**HOMO energy**: -0.3170 Eh
**Molecular weight**: 415.45 g mol⁻¹
**E_LUMO**: 0.541 eV

Last column: natural (NBO) charge in e.
Atoms and positions in Å:
C (-2.2303, -7.2573, 1.1474)  -0.247
O (-1.8491, -5.9415, 0.8249)  -0.537
C (-0.4649, -5.7445, 0.9630)  -0.075
C (-0.1436, -4.3254, 0.6008)  -0.078
O (-0.7723, -3.4677, 1.5312)  -0.547
C (-0.5363, -2.1091, 1.2401)  -0.153
C (-1.0027, -1.2113, 2.3671)  0.657
O (-1.0392, -0.0052, 2.2107)  -0.629
N (-1.3530, -1.8177, 3.5237)  -0.628
C (-1.8297, -1.0361, 4.6380)  -0.262
C (-2.6942, -1.8352, 5.6090)  0.263
O (-2.0196, -2.9870, 6.0831)  -0.543
C (-0.8203, -2.7300, 6.7819)  -0.255
C (-3.2221, -0.8961, 6.7005)  -0.448
C (-4.5717, -0.3786, 6.1741)  -0.223
N (-4.8514, -1.1766, 4.9806)  -0.440
C (-5.4295, -0.6166, 3.8795)  0.699
O (-5.9146, 0.4990, 3.9044)  -0.626
C (-5.4744, -1.5026, 2.6566)  -0.504
C (-6.3578, -0.9424, 1.5545)  -0.405
C (-6.5960, -1.9807, 0.4722)  -0.210
N (-5.3785, -2.4194, -0.1835)  -0.416
C (-4.5797, -3.4758, 0.1218)  0.607
O (-4.8919, -4.2558, 1.1604)  -0.679
N (-3.5745, -3.5814, -0.6789)  -0.365
N (-3.6828, -2.5200, -1.5901)  -0.375
C (-4.7445, -1.8721, -1.2586)  0.606
O (-5.2590, -0.7844, -1.8430)  -0.664
C (-3.9917, -2.3485, 4.9639)  -0.227
H (-3.3073, -7.3265, 1.0177)  0.187
H (-1.7421, -7.9844, 0.4883)  0.170
H (-1.9778, -7.4987, 2.1862)  0.165
H (-0.1455, -5.9537, 1.9927)  0.167
H (0.0866, -6.4154, 0.2903)  0.171
H (0.9442, -4.1816, 0.6274)  0.167
H (-0.4970, -4.1101, -0.4146)  0.198
H (0.5327, -1.9125, 1.0911)  0.189
H (-1.0675, -1.8143, 0.3328)  0.213
H (-1.2647, -2.8199, 3.6015)  0.424
H (-0.9926, -0.5952, 5.1895)  0.199
H (-2.4054, -0.1983, 4.2390)  0.238
H (-0.4943, -3.6805, 7.1972)  0.199
H (-0.0347, -2.3467, 6.1230)  0.170
H (-0.9736, -2.0210, 7.6014)  0.171
H (-3.3505, -1.4687, 7.6200)  0.222
H (-2.5332, -0.0763, 6.9064)  0.219
H (-5.3600, -0.5213, 6.9147)  0.200
H (-4.5601, 0.6730, 5.8982)  0.232
H (-4.4520, -1.6414, 2.2875)  0.228
H (-5.8248, -2.4949, 2.9535)  0.226
H (-7.3238, -0.6426, 1.9641)  0.227
H (-5.9127, -0.0405, 1.1335)  0.226
H (-7.0604, -2.8732, 0.8932)  0.215
H (-7.2599, -1.5914, -0.2983)  0.225
H (-4.1879, -4.9136, 1.2682)  0.517
H (-4.6518, -0.5333, -2.5529)  0.507
H (-3.8485, -2.7392, 3.9601)  0.224
H (-4.3899, -3.1474, 5.5968)  0.205

***

Most stable = model i

***

Model i:
The following is a DFT calculation (the ωB97M-V functional and the def2-TZVPD basis) of 3 unconnected molecules or ions with the total composition CH2BrN3.

**Orbital gap**: 11.845 eV
**SMILES**: C#N.N#N.Br
**HOMO energy**: -0.4134 Eh
**Molecular weight**: 135.95 g mol⁻¹
**E_LUMO**: 0.595 eV

Last column: natural (NBO) charge in e.
Atoms and positions in Å:
C (0.3286, -0.0131, -0.8150)  0.074
N (-2.9099, 0.5793, -1.9749)  -0.007
N (-0.1159, -1.0639, -0.6692)  -0.305
N (-3.4274, -0.3582, -2.2557)  0.007
Br (-1.4632, 2.6588, 1.0787)  -0.209
H (-2.4955, 2.2288, 1.9500)  0.211
H (0.8521, 0.9005, -0.7136)  0.229

***

Model ii:
The following is a DFT calculation (the ωB97M-V functional and the def2-TZVPD basis) of CH2BrN3 in the gas phase.

**Orbital gap**: 8.847 eV
**SMILES**: N#CN(N)Br
**HOMO energy**: -0.3729 Eh
**Molecular weight**: 135.95 g mol⁻¹
**E_LUMO**: -1.299 eV

Last column: natural (NBO) charge in e.
Atoms and positions in Å:
C (0.1104, 0.5731, -1.3191)  0.351
N (-0.1032, 0.9010, -2.3900)  -0.294
N (-0.5330, 0.2049, 1.1389)  -0.636
N (0.6017, 0.1737, -0.1309)  -0.375
Br (1.5386, -1.5536, -0.1837)  0.202
H (-0.1285, -0.2666, 1.9625)  0.380
H (-1.4858, -0.0325, 0.9224)  0.372

***

Most stable = model i

***

Model i:
The following is a DFT calculation (the ωB97M-V functional and the def2-TZVPD basis) of a molecular structure, C2H8IN2.

**Charge**: +1
**Orbital gap**: 9.978 eV
**HOMO energy**: -0.4934 Eh
**Molecular weight**: 187.00 g mol⁻¹
**E_LUMO**: -3.450 eV

Last column: natural (NBO) charge in e.
Atoms and positions in Å:
C (-1.0156, -0.4885, 0.2212)  -0.273
C (0.2524, -0.5332, -0.5840)  0.221
N (0.5688, -0.9322, -1.7948)  -0.726
N (-1.0539, 0.8554, -0.3358)  -0.675
I (1.9036, 1.3646, 2.6949)  -0.111
H (-1.9541, -0.9643, 0.0027)  0.245
H (-0.8877, -0.5123, 1.2676)  0.250
H (1.0689, -0.1453, 0.1435)  0.248
H (0.0657, -1.7318, -2.3865)  0.453
H (1.3454, -0.5110, -2.1719)  0.417
H (-0.7194, 1.5569, 0.2288)  0.410
H (-1.5376, 1.0320, -1.1555)  0.413
H (3.1870, 0.3562, 2.6618)  0.129

***

Model ii:
The following is a DFT calculation (the ωB97M-V functional and the def2-TZVPD basis) of a molecular structure, C2H8IN2.

**Charge**: +1
**Orbital gap**: 8.902 eV
**HOMO energy**: -0.5149 Eh
**Molecular weight**: 187.00 g mol⁻¹
**E_LUMO**: -5.110 eV

Last column: natural (NBO) charge in e.
Atoms and positions in Å:
C (0.6712, -0.2897, -0.2207)  -0.329
C (-0.1421, 0.7517, 0.4250)  0.198
N (0.1623, -1.6273, 0.0251)  -0.760
N (0.0595, 1.9869, -0.1118)  -0.694
I (-2.5843, -0.2961, 0.0098)  0.044
H (0.7118, -0.1404, -1.3232)  0.226
H (1.7095, -0.2895, 0.1939)  0.258
H (-0.1323, 0.6354, 1.4451)  0.215
H (0.4906, -1.8009, 0.9745)  0.387
H (0.6134, -2.2334, -0.5676)  0.401
H (0.4398, 2.0136, -1.0232)  0.406
H (-0.5549, 2.8016, 0.1493)  0.439
H (-1.4446, -1.5118, 0.0238)  0.210

***

Most stable = model ii